[1]
C29H26N6OPtS | ωB97M-V/def2-TZVPD

Last column: Löwdin charge in e.
Geometry (Å):
Pt: -1.78 -1.15 -0.54  0.915
C: -5.44 1.24 1.92  0.008
N: -5.45 -0.10 1.33  -0.095
C: -6.30 -1.14 1.69  0.012
C: -5.97 -2.20 0.95  0.005
N: -4.91 -1.82 0.12  0.012
C: -4.60 -0.52 0.39  -0.632
S: -3.37 0.44 -0.31  0.722
C: -4.43 -2.59 -0.97  -0.226
C: -5.32 -3.44 -1.61  0.036
C: -4.86 -4.22 -2.65  0.006
C: -3.53 -4.11 -3.04  -0.003
C: -2.73 -3.22 -2.37  -0.086
N: -3.16 -2.47 -1.34  -0.058
H: -6.22 1.29 2.67  0.105
H: -5.64 1.98 1.14  0.104
H: -4.47 1.43 2.37  0.100
H: -7.05 -1.02 2.45  0.145
H: -6.36 -3.20 0.95  0.140
H: -6.35 -3.47 -1.32  0.129
H: -5.53 -4.89 -3.17  0.134
H: -3.12 -4.69 -3.85  0.130
H: -1.69 -3.09 -2.65  0.104
C: 1.78 -3.72 -0.47  0.033
C: 0.91 -2.59 -0.92  -0.337
O: -0.30 -2.65 -0.63  -0.121
C: 1.49 -1.50 -1.71  -0.189
C: 2.79 -1.07 -1.44  -0.008
C: 3.34 -0.02 -2.17  -0.038
C: 2.61 0.56 -3.20  -0.035
C: 1.33 0.11 -3.49  -0.050
C: 0.76 -0.90 -2.74  -0.046
H: 1.17 -4.54 -0.09  0.102
H: 2.42 -3.36 0.33  0.108
H: 2.43 -4.06 -1.28  0.113
H: 3.37 -1.53 -0.66  0.122
H: 4.33 0.33 -1.95  0.122
H: 3.05 1.36 -3.78  0.122
H: 0.77 0.54 -4.32  0.120
H: -0.24 -1.24 -2.97  0.097
N: 3.51 2.43 2.71  0.174
C: 4.52 3.36 2.67  -0.181
C: 5.50 3.73 3.60  -0.010
C: 6.36 4.73 3.20  -0.064
C: 6.26 5.35 1.94  -0.068
C: 5.29 4.99 1.04  -0.003
C: 4.40 3.97 1.41  -0.217
N: 3.34 3.43 0.72  0.190
C: 2.84 2.52 1.52  -0.292
C: 1.70 1.70 1.13  -0.101
C: 1.01 2.02 -0.04  0.031
C: -0.02 1.22 -0.45  -0.121
N: -0.40 0.12 0.22  -0.173
C: 0.23 -0.18 1.37  -0.106
C: 1.27 0.58 1.85  0.023
H: 3.28 1.85 3.50  0.158
H: 5.58 3.26 4.57  0.114
H: 7.13 5.05 3.88  0.112
H: 6.96 6.13 1.69  0.110
H: 5.20 5.46 0.07  0.117
H: 1.31 2.89 -0.61  0.129
H: -0.57 1.44 -1.36  0.115
H: -0.12 -1.06 1.89  0.123
H: 1.75 0.27 2.77  0.121

Properties
- charge = +2
- E_HOMO (eV) = -12.49
- Kohn-Sham gap (Eh) = 0.2526
- 2S+1 = 1
- ΔE to the lowest compared entry with this formula, charge and spin (kJ/mol) = 0.0
- LUMO (Eh) = -0.20646

---

[2]
C29H27BF4FeNO6S | ωB97M-V/def2-TZVPD

Last column: Löwdin charge in e.
Geometry (Å):
Fe: -13.27 9.76 7.04  0.716
O: -17.19 17.47 8.39  0.218
C: -18.32 17.67 8.20  -0.385
O: -19.45 17.99 8.06  0.167
C: -20.76 9.05 3.27  -0.391
O: -20.69 9.37 4.41  0.190
O: -20.73 8.93 2.12  0.195
N: -11.68 9.74 8.46  0.046
C: -10.31 9.80 8.02  -0.186
C: -9.36 8.89 8.49  -0.052
C: -8.06 9.01 8.14  -0.128
C: -7.67 9.99 7.20  -0.120
C: -8.61 10.82 6.66  -0.065
C: -9.91 10.83 7.15  -0.120
C: -10.90 11.72 6.53  -0.200
C: -10.74 13.07 6.19  -0.072
C: -11.71 13.84 5.55  -0.110
C: -12.88 13.18 5.17  -0.122
C: -13.09 11.88 5.49  -0.160
C: -12.13 11.19 6.17  -0.150
H: -11.90 8.88 8.94  0.082
H: -11.89 10.61 9.01  0.111
H: -9.59 8.10 9.21  0.112
H: -7.33 8.30 8.49  0.084
H: -6.62 10.13 6.93  0.085
H: -8.36 11.48 5.81  0.121
H: -9.84 13.57 6.37  0.075
H: -11.59 14.87 5.19  0.085
H: -13.67 13.71 4.61  0.090
H: -14.03 11.38 5.26  0.074
F: -14.24 12.07 10.43  0.174
B: -13.68 12.44 9.26  -1.036
F: -12.25 12.33 9.17  0.086
F: -14.18 13.63 8.82  0.156
F: -14.20 11.29 8.15  -0.146
O: -13.87 8.20 8.60  -0.600
S: -14.66 6.91 8.41  0.979
C: -14.75 6.27 10.14  -0.404
C: -14.77 7.28 11.08  -0.092
C: -15.04 6.91 12.44  -0.096
C: -15.24 5.58 12.74  -0.159
C: -15.24 4.61 11.74  -0.120
C: -15.08 4.96 10.38  -0.122
C: -16.34 7.45 8.19  -0.437
C: -17.29 6.47 8.13  -0.128
C: -18.63 6.82 8.38  -0.125
C: -18.98 8.05 8.83  -0.147
C: -18.01 9.03 8.81  -0.115
C: -16.72 8.81 8.38  -0.071
H: -14.42 8.29 10.74  0.115
H: -15.07 7.76 13.12  0.088
H: -15.37 5.28 13.74  0.059
H: -15.40 3.58 11.92  0.070
H: -15.28 4.24 9.58  0.092
H: -17.03 5.46 7.89  0.088
H: -19.40 6.15 8.13  0.065
H: -19.93 8.35 9.11  0.061
H: -18.29 10.03 9.05  0.087
H: -15.93 9.58 8.33  0.094
C: -15.31 7.59 4.86  -0.079
C: -14.10 8.50 4.62  -0.582
C: -13.32 8.17 3.29  -0.089
O: -13.16 8.40 5.67  -0.348
H: -15.87 7.44 3.94  0.053
H: -15.98 8.03 5.63  0.057
H: -14.90 6.66 5.35  0.079
H: -14.43 9.59 4.51  0.105
H: -13.08 7.10 3.32  0.057
H: -12.37 8.78 3.24  0.079
H: -14.00 8.35 2.41  0.058

Properties
- charge = -2
- E_HOMO (spin up / spin down) (eV) = 1.40 / -1.26
- ⟨S²⟩ = 8.78
- Kohn-Sham gap (spin up / spin down) (Eh) = 0.0723 / 0.1700
- 2S+1 = 6
- ΔE to the lowest compared entry with this formula, charge and spin (kJ/mol) = 188.9
- LUMO (spin up / spin down) (Eh) = 0.12369 / 0.12362

---

[3]
C29H27Br2F5N7O4PbS2 | ωB97M-V/def2-TZVPD

Last column: Löwdin charge in e.
Geometry (Å):
Pb: -0.50 -0.97 0.44  1.353
N: 1.92 0.21 3.24  0.011
C: 3.10 -0.63 3.25  -0.277
C: 2.71 -2.10 3.10  -0.236
N: 2.13 -2.39 1.79  -0.094
C: 1.81 -3.80 1.64  -0.245
C: 1.06 -4.14 0.33  -0.237
N: -0.28 -3.55 0.24  -0.069
H: 1.39 0.12 4.11  0.067
H: 2.16 1.19 3.11  0.068
H: 3.74 -0.34 2.42  0.105
H: 3.68 -0.52 4.18  0.100
H: 3.61 -2.72 3.29  0.108
H: 1.95 -2.36 3.85  0.114
H: 2.74 -2.06 1.05  0.079
H: 2.73 -4.42 1.67  0.112
H: 1.19 -4.07 2.49  0.116
H: 1.64 -3.75 -0.51  0.110
H: 1.02 -5.24 0.26  0.104
H: -0.71 -3.70 -0.66  0.070
H: -0.88 -3.92 0.97  0.086
Br: -2.10 -1.48 5.55  0.721
C: -2.55 -0.03 4.41  -0.605
C: -3.25 1.05 4.93  -0.192
C: -3.55 2.11 4.12  -0.634
Br: -4.51 3.58 4.87  0.713
C: -3.13 2.15 2.78  -0.190
C: -3.33 3.24 1.90  -0.034
C: -2.84 3.20 0.63  -0.049
C: -2.14 2.06 0.21  -0.165
N: -1.94 1.04 0.99  -0.006
C: -2.41 1.03 2.26  -0.141
C: -2.11 -0.14 3.08  -0.461
O: -1.49 -1.17 2.65  -0.271
H: -3.55 1.04 5.97  0.089
H: -3.87 4.11 2.26  0.072
H: -2.97 4.04 -0.04  0.105
H: -1.73 2.00 -0.79  0.104
F: -6.01 -2.53 0.96  0.050
C: -5.02 -2.23 0.09  -0.276
C: -3.74 -1.99 0.55  -0.061
C: -2.71 -1.66 -0.32  -0.183
C: -3.00 -1.58 -1.71  -0.145
C: -4.31 -1.85 -2.12  -0.218
F: -4.66 -1.85 -3.44  0.031
C: -5.33 -2.16 -1.25  0.044
C: -1.91 -1.25 -2.65  -0.218
C: -2.08 -0.99 -4.02  -0.009
C: -0.97 -0.77 -4.82  -0.065
C: 0.29 -0.79 -4.26  -0.051
C: 0.39 -1.00 -2.89  -0.127
N: -0.67 -1.21 -2.12  -0.019
H: -3.54 -2.08 1.61  0.098
H: -6.33 -2.37 -1.62  0.124
H: -3.06 -0.95 -4.46  0.099
H: -1.11 -0.59 -5.88  0.103
H: 1.19 -0.63 -4.84  0.104
H: 1.34 -0.98 -2.39  0.066
F: 5.88 0.74 -2.58  0.113
C: 5.23 -0.32 -2.07  -0.663
F: 5.05 -1.20 -3.07  0.113
F: 6.02 -0.89 -1.16  0.119
S: 3.61 0.18 -1.31  0.466
O: 4.01 1.02 -0.22  -0.292
O: 2.95 0.88 -2.41  -0.338
O: 3.04 -1.11 -0.97  -0.337
S: 1.04 3.60 0.10  0.619
C: 1.77 4.29 -1.20  -0.874
N: 2.38 3.50 -2.17  0.071
C: 2.94 4.03 -3.26  -0.075
C: 2.94 5.38 -3.46  -0.068
C: 2.34 6.15 -2.45  -0.148
N: 1.78 5.65 -1.39  0.044
H: 2.45 2.48 -2.04  0.074
H: 3.38 3.33 -3.96  0.132
H: 3.39 5.83 -4.33  0.089
H: 2.32 7.24 -2.52  0.105

Properties
- charge = -1
- E_HOMO (eV) = -4.85
- Kohn-Sham gap (Eh) = 0.2648
- 2S+1 = 1
- ΔE to the lowest compared entry with this formula, charge and spin (kJ/mol) = 15.1
- LUMO (Eh) = 0.08663

---

[4]
C29H27BrN2O3PdS | ωB97M-V/def2-TZVPD

Last column: Löwdin charge in e.
Geometry (Å):
Pd: 1.05 0.72 -0.51  0.823
O: -2.97 4.15 1.67  0.037
C: -3.05 4.23 0.29  -0.267
C: -4.17 4.79 -0.32  -0.036
C: -4.22 4.88 -1.71  -0.098
C: -3.16 4.42 -2.47  -0.091
C: -2.05 3.87 -1.83  -0.037
C: -1.98 3.75 -0.46  -0.100
C: -0.73 3.14 0.18  -0.459
O: 0.19 2.77 -0.70  -0.252
N: -1.23 1.97 1.01  0.030
N: -0.35 1.04 1.34  -0.051
C: -0.61 0.21 2.27  -0.199
C: 0.26 -0.89 2.65  -0.613
Br: 2.05 -0.80 2.03  0.843
C: -0.16 -1.86 3.47  -0.100
C: 0.54 -3.04 3.98  -0.242
C: 0.32 -3.41 5.31  -0.041
C: 0.95 -4.53 5.85  -0.086
C: 1.79 -5.30 5.06  -0.092
C: 1.99 -4.95 3.73  -0.081
C: 1.37 -3.84 3.20  -0.071
H: -3.74 4.58 2.05  0.103
H: -4.99 5.16 0.28  0.109
H: -5.09 5.32 -2.18  0.099
H: -3.19 4.50 -3.55  0.096
H: -1.20 3.51 -2.39  0.105
H: -0.34 3.88 0.92  0.145
H: -1.90 2.22 1.73  0.119
H: -1.55 0.25 2.82  0.131
H: -1.18 -1.74 3.83  0.120
H: -0.34 -2.82 5.93  0.113
H: 0.77 -4.79 6.88  0.102
H: 2.28 -6.17 5.48  0.101
H: 2.63 -5.56 3.11  0.103
H: 1.52 -3.59 2.15  0.078
C: -2.43 -2.19 -1.76  -0.102
C: -2.55 -0.82 -1.98  -0.082
C: -1.54 0.04 -1.60  -0.087
C: -0.39 -0.46 -0.99  -0.251
C: -0.27 -1.82 -0.75  -0.120
C: -1.29 -2.68 -1.13  -0.094
H: -3.22 -2.86 -2.06  0.097
H: -3.44 -0.43 -2.46  0.103
H: -1.63 1.11 -1.76  0.087
H: 0.61 -2.22 -0.25  0.076
H: -1.20 -3.75 -0.94  0.101
C: 5.26 0.95 -2.05  -0.227
S: 3.98 0.41 -0.91  0.867
O: 3.41 1.66 -0.33  -0.554
C: 2.75 -0.12 -2.10  -0.462
C: 1.95 0.86 -2.71  -0.143
C: 1.04 0.45 -3.68  -0.064
C: 0.93 -0.88 -4.03  -0.065
C: 1.73 -1.84 -3.41  -0.074
C: 2.64 -1.47 -2.44  -0.097
H: 4.86 1.73 -2.70  0.064
H: 5.61 0.09 -2.63  0.059
H: 6.07 1.34 -1.45  0.053
H: 2.10 1.91 -2.48  0.114
H: 0.40 1.19 -4.15  0.118
H: 0.21 -1.19 -4.77  0.113
H: 1.63 -2.88 -3.68  0.111
H: 3.26 -2.20 -1.94  0.115

Properties
- charge = 0
- E_HOMO (eV) = -7.38
- Kohn-Sham gap (Eh) = 0.2724
- 2S+1 = 1
- ΔE to the lowest compared entry with this formula, charge and spin (kJ/mol) = 90.1
- LUMO (Eh) = 0.00123

---

[5]
C29H27FN5O6SiTl | ωB97M-V/def2-TZVPD

Last column: Löwdin charge in e.
Geometry (Å):
Tl: -0.18 -0.19 0.15  0.957
O: -2.47 2.48 -3.78  0.032
C: -1.44 3.22 -4.20  -0.295
C: -1.52 3.82 -5.46  -0.038
C: -0.47 4.58 -5.94  -0.124
C: 0.68 4.76 -5.17  -0.124
C: 0.75 4.17 -3.92  -0.048
C: -0.29 3.40 -3.41  -0.083
C: -0.20 2.74 -2.06  -0.458
O: -1.07 1.86 -1.78  -0.121
N: 0.83 3.13 -1.32  0.046
N: 0.87 2.46 -0.11  -0.020
C: 1.94 2.61 0.56  -0.125
C: 2.12 1.89 1.83  -0.279
C: 3.31 2.03 2.55  -0.034
C: 3.46 1.31 3.73  -0.088
C: 2.44 0.46 4.14  -0.071
C: 1.30 0.38 3.35  -0.123
N: 1.14 1.08 2.24  0.053
H: -2.13 2.09 -2.90  0.067
H: -2.41 3.66 -6.04  0.103
H: -0.54 5.04 -6.92  0.086
H: 1.51 5.34 -5.55  0.083
H: 1.63 4.28 -3.29  0.100
H: 2.77 3.22 0.19  0.114
H: 4.09 2.68 2.18  0.102
H: 4.38 1.39 4.30  0.094
H: 2.52 -0.13 5.04  0.093
H: 0.48 -0.28 3.60  0.097
O: -2.35 -0.75 -4.43  0.082
C: -1.51 -1.01 -3.39  -0.471
O: -1.87 -1.63 -2.43  0.086
C: -0.13 -0.47 -3.63  -0.210
C: 0.20 0.14 -4.83  -0.009
C: 1.50 0.62 -4.96  -0.055
C: 2.38 0.46 -3.91  0.003
C: 1.94 -0.14 -2.73  -0.161
N: 0.70 -0.60 -2.60  0.147
C: 2.90 -0.23 -1.51  -0.663
O: 4.10 -0.08 -1.79  -0.032
O: 2.38 -0.41 -0.39  -0.154
H: -3.21 -1.09 -4.13  0.122
H: -0.53 0.26 -5.61  0.111
H: 1.81 1.12 -5.87  0.102
H: 3.41 0.80 -3.94  0.110
C: 0.33 -3.65 0.64  -0.203
Si: -0.46 -3.61 2.34  0.323
C: 0.93 -4.01 3.57  -0.185
C: -1.65 -5.10 2.40  -0.189
N: -1.20 -2.12 2.59  -0.078
C: -1.98 -1.75 3.60  -0.372
C: -2.26 -2.47 4.80  -0.068
C: -3.08 -1.99 5.81  -0.159
C: -3.68 -0.74 5.72  -0.166
C: -3.43 0.02 4.57  -0.066
C: -2.62 -0.48 3.58  -0.243
F: -2.41 0.31 2.49  -0.015
H: 0.73 -4.65 0.43  0.021
H: 1.15 -2.94 0.53  0.007
H: -0.40 -3.41 -0.13  0.015
H: 1.40 -4.97 3.34  0.011
H: 0.56 -4.05 4.60  0.004
H: 1.70 -3.25 3.53  0.012
H: -1.11 -6.03 2.18  0.010
H: -2.43 -4.98 1.65  0.018
H: -2.14 -5.20 3.36  0.002
H: -1.80 -3.44 4.92  0.071
H: -3.24 -2.61 6.69  0.080
H: -4.32 -0.36 6.51  0.069
H: -3.86 1.00 4.43  0.101

Properties
- charge = -2
- E_HOMO (eV) = -1.50
- Kohn-Sham gap (Eh) = 0.2191
- 2S+1 = 1
- ΔE to the lowest compared entry with this formula, charge and spin (kJ/mol) = 53.1
- LUMO (Eh) = 0.16406

---

[6]
C29H27N5O2 | ωB97M-V/def2-TZVPD

Last column: Löwdin charge in e.
Geometry (Å):
C: 2.35 2.12 -0.57  -0.040
C: 0.94 2.62 -0.90  -0.230
C: 0.77 3.95 -1.35  -0.010
C: -0.51 4.45 -1.67  0.013
C: -1.57 3.58 -1.48  -0.093
C: -1.43 2.26 -1.00  -0.075
C: -0.16 1.76 -0.72  0.043
C: -2.80 1.62 -0.89  -0.342
O: -3.11 0.59 -0.35  0.109
N: -3.76 2.50 -1.55  0.141
C: -3.07 3.77 -1.69  -0.368
O: -3.63 4.81 -1.92  0.129
H: 2.93 2.92 -0.09  0.064
H: 2.24 1.30 0.16  0.074
H: 2.82 1.77 -1.51  0.090
H: 1.62 4.63 -1.47  0.098
H: -0.68 5.47 -2.02  0.125
H: -0.04 0.73 -0.38  0.116
H: -3.79 2.14 -2.51  0.152
C: 6.90 5.88 -2.33  -0.080
C: 5.57 6.14 -2.01  -0.071
C: 4.84 5.15 -1.38  -0.155
N: 5.33 3.95 -1.07  0.057
C: 6.61 3.71 -1.39  -0.149
C: 7.43 4.64 -2.02  -0.072
H: 7.50 6.63 -2.82  0.106
H: 5.12 7.10 -2.24  0.102
H: 3.80 5.31 -1.11  0.085
H: 6.98 2.73 -1.13  0.104
H: 8.46 4.40 -2.25  0.102
C: -5.71 -2.78 -0.53  -0.081
C: -6.92 -3.06 -1.15  -0.080
C: -7.44 -2.13 -2.03  -0.161
N: -6.84 -0.97 -2.32  0.055
C: -5.68 -0.72 -1.71  -0.144
C: -5.08 -1.58 -0.81  -0.071
H: -5.27 -3.49 0.17  0.101
H: -7.45 -3.99 -0.96  0.099
H: -8.38 -2.31 -2.54  0.100
H: -5.23 0.24 -1.95  0.081
H: -4.14 -1.33 -0.35  0.063
C: -1.49 -2.04 3.02  -0.070
C: -1.35 -2.16 1.65  -0.062
C: -0.10 -1.96 1.10  -0.173
N: 0.99 -1.65 1.81  0.039
C: 0.83 -1.53 3.13  -0.168
C: -0.38 -1.72 3.78  -0.067
H: -2.45 -2.19 3.49  0.110
H: -2.19 -2.41 1.02  0.097
H: 0.06 -2.05 0.03  0.109
H: 1.73 -1.27 3.68  0.109
H: -0.45 -1.61 4.86  0.105
C: 1.19 -4.83 2.48  -0.073
C: 2.39 -5.37 2.06  -0.063
C: 2.57 -6.74 2.17  -0.159
N: 1.66 -7.57 2.68  0.049
C: 0.51 -7.03 3.09  -0.160
C: 0.22 -5.68 3.01  -0.066
H: 1.00 -3.77 2.41  0.053
H: 3.16 -4.74 1.64  0.103
H: 3.50 -7.20 1.85  0.101
H: -0.21 -7.73 3.49  0.100
H: -0.73 -5.29 3.35  0.096

Properties
- charge = 0
- E_HOMO (eV) = -9.51
- Kohn-Sham gap (Eh) = 0.3343
- 2S+1 = 1
- LUMO (Eh) = -0.01506

---

[7]
C29H27O2OsP | ωB97M-V/def2-TZVPD

Last column: Löwdin charge in e.
Geometry (Å):
Os: 0.15 -0.24 0.39  1.423
C: -1.08 -3.59 -1.95  0.035
C: -0.10 -2.69 -1.30  -0.292
O: -0.50 -2.03 -0.30  -0.130
C: 1.29 -2.61 -1.72  -0.094
C: 1.86 -3.65 -2.45  0.015
C: 3.20 -3.62 -2.79  -0.023
C: 3.98 -2.52 -2.44  -0.008
C: 3.43 -1.46 -1.74  0.021
C: 2.10 -1.49 -1.37  -0.270
O: 1.59 -0.38 -0.81  -0.213
H: -2.09 -3.29 -1.68  0.106
H: -0.93 -4.61 -1.59  0.124
H: -0.96 -3.59 -3.03  0.113
H: 1.26 -4.50 -2.74  0.129
H: 3.64 -4.44 -3.34  0.125
H: 5.03 -2.49 -2.71  0.128
H: 4.01 -0.57 -1.49  0.125
C: 1.52 1.45 5.19  -0.024
C: 0.63 0.23 5.23  -0.261
C: 0.46 -0.45 6.42  -0.013
C: -0.34 -1.58 6.51  -0.025
C: -1.00 -2.07 5.39  -0.047
C: -0.84 -1.42 4.18  -0.081
C: -0.04 -0.28 4.10  -0.334
P: 0.06 0.52 2.52  0.976
C: 1.68 0.94 1.87  -0.375
C: 1.93 2.26 1.42  -0.054
C: 3.17 2.64 0.97  -0.018
C: 4.20 1.70 0.97  0.012
C: 3.99 0.40 1.42  -0.020
C: 2.76 -0.02 1.88  -0.270
C: 2.61 -1.41 2.41  -0.021
C: -0.99 1.94 2.40  -0.316
C: -1.62 2.55 3.49  -0.043
C: -2.48 3.61 3.26  -0.035
C: -2.72 4.04 1.96  -0.019
C: -2.13 3.41 0.88  -0.010
C: -1.26 2.35 1.09  -0.304
C: -0.63 1.63 -0.09  -0.211
H: 1.62 1.87 6.19  0.095
H: 1.12 2.24 4.55  0.071
H: 2.52 1.21 4.84  0.093
H: 0.96 -0.09 7.31  0.128
H: -0.46 -2.08 7.46  0.124
H: -1.64 -2.95 5.45  0.120
H: -1.35 -1.79 3.30  0.106
H: 1.13 2.99 1.45  0.118
H: 3.35 3.65 0.63  0.129
H: 5.18 1.99 0.63  0.132
H: 4.82 -0.30 1.43  0.132
H: 3.46 -2.02 2.11  0.099
H: 1.69 -1.91 2.09  0.069
H: 2.57 -1.39 3.51  0.103
H: -1.44 2.19 4.49  0.117
H: -2.97 4.09 4.10  0.123
H: -3.40 4.87 1.79  0.125
H: -2.35 3.75 -0.13  0.131
H: 0.18 2.18 -0.55  0.081
H: -1.38 1.48 -0.87  0.081

Properties
- charge = +2
- E_HOMO (spin up / spin down) (eV) = -14.76 / -14.76
- Kohn-Sham gap (spin up / spin down) (Eh) = 0.2387 / 0.2398
- 2S+1 = 1
- LUMO (spin up / spin down) (Eh) = -0.30372 / -0.30257

---

Summary of E_tot in hartree
-2041.5894, -3713.8854, -8442.3093, -4556.4621, -2408.5518, -1545.5173, -1703.1819
(order as listed above)